No. 1
C29H41Cl3N7O4PdS2Se | ωB97M-V with the def2-TZVPD basis set

```
! RIJCOSX wB97M-V def2-TZVPD def2/J DEFGRID3
* xyz -1 1
Pd 0.3028 -1.0399 1.2841
N -0.1799 1.8040 1.3152
C -0.9988 2.6736 2.2158
C -1.6810 3.8220 1.4774
C -0.8519 4.8297 0.6898
C -0.0381 5.8042 1.5272
N 1.1515 5.2085 2.1169
C 2.0213 4.5665 1.2589
N 2.4283 5.3387 0.1859
N 2.3476 3.3526 1.4841
C -2.0588 1.7850 2.9400
O -2.9337 2.4337 3.5332
O -1.8502 0.5568 2.8489
H -0.5327 1.7881 0.3640
H -0.2714 0.7580 1.6589
H -0.3141 3.0085 2.9975
H -2.2952 4.3306 2.2233
H -2.3977 3.3567 0.7901
H -1.5360 5.4201 0.0744
H -0.1850 4.3315 -0.0272
H -0.6411 6.1950 2.3484
H 0.2517 6.6667 0.9260
H 0.9368 4.5840 2.8825
H 2.4875 6.3306 0.3512
H 3.1816 4.9582 -0.3601
H 0.7939 2.0499 1.2711
H 3.0625 3.0425 0.8404
Se 1.0294 -3.5656 -2.7206
C 0.2022 -2.7340 -1.3296
N -0.3323 -2.1881 -0.4495
C 5.3130 0.8924 2.6985
C 4.1750 0.0052 2.1996
C 3.1462 -0.2532 3.2895
S 1.9438 -1.4889 2.7376
O 2.7975 -2.6521 2.3585
C 1.2833 -1.8887 4.3960
C -0.2301 -1.9893 4.4670
C -0.7914 -3.1557 3.6665
H 6.0376 1.0943 1.9040
H 5.8513 0.4139 3.5208
H 4.9401 1.8485 3.0682
H 4.5670 -0.9563 1.8606
H 3.6685 0.4519 1.3364
H 2.5964 0.6551 3.5525
H 3.6365 -0.6579 4.1827
H 1.6613 -1.1366 5.0937
H 1.7710 -2.8420 4.6180
H -0.6831 -1.0620 4.1115
H -0.5016 -2.0849 5.5234
H -0.5495 -3.0262 2.6086
H -1.8784 -3.1838 3.7548
H -0.3847 -4.1154 3.9995
Cl 1.2629 -4.4210 -7.3011
C 2.2823 -3.5072 -6.2285
C 2.1878 -2.1297 -6.2077
C 3.0219 -1.4220 -5.3605
C 3.9392 -2.0540 -4.5315
C 4.8455 -1.2056 -3.6590
C 4.5263 -1.2967 -2.1577
N 3.6668 -0.2021 -1.7284
C 3.8997 1.1464 -1.8801
C 2.8373 1.7675 -1.2884
N 1.9753 0.8395 -0.7477
C 2.5045 -0.3280 -1.0418
O 6.2285 -1.5131 -3.8306
C 6.8960 -0.7176 -4.8013
C 6.3965 -0.9476 -6.1992
C 5.8404 -0.0140 -7.0133
Cl 5.6256 1.6614 -6.6687
S 5.2559 -0.6603 -8.4891
C 5.7583 -2.2349 -8.0291
C 6.3461 -2.2412 -6.8081
C 3.9780 -3.4492 -4.5630
Cl 5.0542 -4.3406 -3.5267
C 3.1654 -4.1841 -5.4081
H 1.4706 -1.6231 -6.8389
H 2.9640 -0.3379 -5.3433
H 4.6840 -0.1675 -3.9680
H 5.4647 -1.2613 -1.6082
H 4.0075 -2.2213 -1.9086
H 4.7638 1.5284 -2.4034
H 2.6361 2.8272 -1.2317
H 2.1051 -1.2922 -0.7579
H 7.9457 -0.9984 -4.7264
H 6.8106 0.3429 -4.5461
H 5.5759 -3.0762 -8.6822
H 6.7021 -3.1377 -6.3143
H 3.2071 -5.2648 -5.4078
*
```

The value obtained for the HOMO energy is -4.215 eV. As for the strongest force on any atom: 1.356 eV Å⁻¹. The calculation puts the total energy at -177425.198 eV. As for the HOMO-LUMO gap: 0.2204 Ha. The value obtained for the energy above the lowest of the compared OMol25 structures with the same formula, charge and spin is 48.3 kcal/mol.

No. 2
C29H41F12NO14S3 | ωB97M-V with the def2-TZVPD basis set

```
! RIJCOSX wB97M-V def2-TZVPD def2/J DEFGRID3
* xyz 0 1
C -0.0801 2.6849 2.3752
C 0.4802 2.1983 1.4327
C 1.3494 1.3808 0.4443
C 1.7231 -0.0457 1.0420
S 2.4600 0.3289 2.7393
C 0.4954 -0.9890 1.3325
C -0.0263 -1.8874 0.1545
C -0.8408 -3.0941 0.8398
C -1.7407 -2.6679 2.0377
N -2.9125 -3.2044 2.1089
C -0.8643 -1.1190 -0.9349
C -2.4067 -0.9894 -0.6680
C -2.7935 0.2578 0.2558
S -4.6314 0.4520 0.1696
O -5.3030 -0.5524 1.0067
O -5.1306 0.2366 -1.2044
O -5.0990 1.9838 0.5638
O 1.0305 -2.5880 -0.6030
S 2.4862 -2.5355 0.1316
O 3.4417 -3.1376 -0.8093
O 2.5938 -3.2731 1.3860
C 2.9387 -0.7623 0.2380
C 2.9911 -0.2369 -1.2661
H -0.7462 2.9866 3.2104
H 0.9228 1.3576 -0.5885
H 2.3265 1.9470 0.3673
H 3.8247 0.2355 2.6445
H 0.7850 -1.6537 2.2002
H -0.3486 -0.3395 1.7046
H -0.0936 -3.8817 1.1542
H -1.4893 -3.5531 0.0495
H -1.4634 -1.9722 2.8706
H -3.3522 -2.8082 2.9578
H -0.7515 -1.7133 -1.8922
H -0.4770 -0.0911 -1.1817
H -2.9276 -1.9108 -0.3066
H -2.8811 -0.7499 -1.6689
H -2.3841 1.1667 -0.2733
H -2.4358 0.1595 1.3100
H -5.9504 2.1317 0.0927
H 3.9345 -0.5757 0.7029
H 3.5820 -0.9077 -1.9399
H 1.9411 -0.1937 -1.6859
H 3.3987 0.8094 -1.3369
C -8.8275 0.3276 2.8436
C -7.4509 0.1888 3.4614
O -7.2536 1.1765 4.4905
C -7.7690 0.8861 5.6911
O -8.3703 -0.1165 5.9518
C -7.4402 1.9969 6.6904
F -7.6406 3.2243 6.1753
F -6.1503 1.9457 7.0791
F -8.1834 1.9199 7.8023
H -8.9840 1.3461 2.4810
H -8.9468 -0.3676 2.0114
H -9.6105 0.1265 3.5772
H -6.6897 0.3702 2.7038
H -7.2839 -0.8167 3.8518
C 8.8173 -2.8589 -3.6808
C 7.8008 -1.8660 -4.2062
O 7.0946 -1.2376 -3.1220
C 7.7170 -0.2127 -2.5307
O 8.7984 0.2012 -2.8380
C 6.8299 0.3819 -1.4363
F 6.2574 -0.5622 -0.6652
F 5.8222 1.1141 -1.9531
F 7.5064 1.1897 -0.6073
H 8.3382 -3.5837 -3.0195
H 9.2950 -3.3917 -4.5040
H 9.5919 -2.3575 -3.0977
H 7.0524 -2.3871 -4.8040
H 8.2645 -1.1171 -4.8511
C -7.1717 -1.5643 -2.0368
C -7.3617 -3.0280 -2.3767
O -8.7608 -3.3565 -2.4680
C -9.3588 -3.0618 -3.6276
O -8.8156 -2.5527 -4.5665
C -10.8216 -3.5090 -3.5969
F -11.4344 -3.1762 -2.4455
F -10.9320 -4.8460 -3.7224
F -11.5424 -2.9656 -4.5877
H -7.7192 -1.3074 -1.1273
H -6.1161 -1.3359 -1.8900
H -7.5564 -0.9229 -2.8326
H -6.9488 -3.6467 -1.5790
H -6.8408 -3.2986 -3.2973
C 10.0813 3.0428 0.3008
C 10.8873 4.0969 -0.4300
O 10.0222 5.0869 -1.0119
C 9.5972 6.0528 -0.1879
O 9.8845 6.1358 0.9719
C 8.7307 7.0562 -0.9514
F 7.8402 6.4515 -1.7601
F 9.4782 7.8611 -1.7311
F 8.0292 7.8515 -0.1325
H 9.3339 2.6058 -0.3616
H 10.7319 2.2502 0.6733
H 9.5441 3.4754 1.1471
H 11.4326 3.6366 -1.2546
H 11.6262 4.5647 0.2235
*
```

The SMILES is [H]/N=C/C[C@@]1(CCCS(=O)(=O)O)C[C@](S)(CC#C)[C@H](C)S(=O)(=O)O1.CCOC(=O)C(F)(F)F.CCOC(=O)C(F)(F)F.CCOC(=O)C(F)(F)F.CCOC(=O)C(F)(F)F. The value obtained for the HOMO energy is -9.819 eV. As for the strongest force on any atom: 5.668 eV Å⁻¹. The calculation puts the total energy at -126004.380 eV. As for the HOMO-LUMO gap: 0.3564 Ha.

No. 3
C29H41F4Sn | ωB97M-V with the def2-TZVPD basis set

```
! RIJCOSX wB97M-V def2-TZVPD def2/J DEFGRID3
* xyz -1 1
C -2.0128 -5.2086 1.5334
C -0.7153 -4.4147 1.6625
C -0.7688 -3.3131 2.7289
C 0.5237 -2.4771 2.8142
Sn 0.2806 -0.3414 2.4086
C -1.1124 0.3859 3.9414
C -2.4616 -0.3347 4.0204
C -3.4265 0.1954 5.0985
C -3.7767 1.6711 4.9538
C 2.2163 0.5208 2.8578
C 3.2924 -0.5029 3.2480
C 4.6636 0.1363 3.5114
C 5.7594 -0.8619 3.8765
C -0.1868 0.3595 0.0366
C -0.4785 1.7009 -0.2521
C -1.6852 2.2821 0.4255
C 0.5961 2.5862 -0.8719
H -1.9098 -5.9652 0.7520
H -2.2683 -5.7178 2.4675
H -2.8488 -4.5604 1.2565
H 0.1023 -5.1000 1.9128
H -0.4638 -3.9660 0.6939
H -1.6451 -2.6757 2.5383
H -0.9691 -3.7831 3.7061
H 0.9458 -2.5289 3.8266
H 1.2808 -2.8122 2.0930
H -0.5565 0.2755 4.8836
H -1.2249 1.4546 3.7145
H -2.9740 -0.2855 3.0489
H -2.3028 -1.4056 4.2161
H -4.3436 -0.4064 5.0658
H -2.9764 0.0263 6.0824
H -4.5303 1.9505 5.6934
H -2.9054 2.3147 5.1044
H -4.2003 1.8859 3.9684
H 2.4959 1.0708 1.9517
H 2.0369 1.2350 3.6696
H 2.9868 -1.0568 4.1471
H 3.4058 -1.2608 2.4602
H 4.9630 0.6958 2.6192
H 4.5559 0.8694 4.3175
H 6.7064 -0.3344 4.0206
H 5.5260 -1.3892 4.8065
H 5.9060 -1.6027 3.0848
H 0.7189 -0.1216 -0.3542
H -1.0839 -0.2544 0.1990
H -2.2904 1.4295 0.7643
H -1.3635 2.8200 1.3350
H -2.3388 2.9439 -0.1711
H 0.8875 3.2888 -0.0587
H 1.4943 1.9506 -0.9854
F 4.8008 4.9355 -4.2031
C 3.8345 5.0737 -3.2320
C 3.9204 6.1526 -2.3710
C 2.8772 6.2799 -1.4603
F 2.8989 7.3211 -0.5639
C 1.7729 5.4305 -1.4512
C 1.7257 4.3216 -2.3108
C 0.4656 3.4195 -2.1483
C -0.0608 2.7081 -3.4095
C -1.4518 2.5257 -3.4590
C -2.0583 1.9143 -4.5546
F -3.4186 1.6966 -4.5232
C -1.3538 1.5314 -5.6959
C 0.0124 1.7656 -5.6493
F 0.7653 1.4400 -6.7607
C 0.6602 2.3544 -4.5583
C 2.7737 4.1594 -3.2281
H 4.7439 6.8573 -2.4004
H 0.9286 5.6235 -0.7804
H -0.3430 4.1567 -1.9629
H -2.0686 2.8928 -2.6343
H -1.8364 1.0778 -6.5556
H 1.7214 2.5337 -4.6448
H 2.8088 3.3562 -3.9537
*
```

The value obtained for the HOMO energy is -1.419 eV. As for the strongest force on any atom: 2.639 eV Å⁻¹. The calculation puts the total energy at -47436.980 eV. As for the HOMO-LUMO gap: 0.1502 Ha.

No. 4
C29H41IIrN5 | ωB97M-V with the def2-TZVPD basis set

```
! RIJCOSX wB97M-V def2-TZVPD def2/J DEFGRID3
* xyz 4 5
Ir 0.3220 0.1979 0.0445
C -0.4304 -3.3504 6.2218
C -1.0872 -1.9639 6.1038
C -2.6180 -2.0837 6.2663
C -0.5510 -1.0666 7.2307
C -0.7933 -1.3905 4.7445
C -0.1271 -0.1883 4.5373
C 0.1247 0.2604 3.2295
N -0.2489 -0.3962 2.1403
C -0.9212 -1.5671 2.3008
C -1.1953 -2.0697 3.5876
C -1.3330 -2.2569 1.0962
C -2.0313 -3.4830 1.1417
C -2.4116 -4.1463 -0.0243
C -2.0552 -3.5148 -1.2161
C -1.3621 -2.2926 -1.1960
N -1.0088 -1.6668 -0.0837
C -3.1513 -5.4563 -0.0257
C -3.4301 -5.9634 1.4035
C -4.4998 -5.2649 -0.7441
C -2.2967 -6.5079 -0.7560
H -0.6449 -3.7609 7.2064
H 0.6531 -3.2964 6.1037
H -0.8152 -4.0579 5.4810
H -2.8407 -2.4780 7.2556
H -3.0536 -2.7720 5.5355
H -3.1100 -1.1152 6.1664
H -0.7874 -1.5048 8.1978
H -1.0189 -0.0796 7.2132
H 0.5381 -0.9844 7.1872
H 0.2197 0.4164 5.3651
H 0.6606 1.1880 3.0762
H -1.7273 -3.0044 3.6951
H -2.2745 -3.9281 2.0953
H -2.3035 -3.9591 -2.1724
H -1.0846 -1.8181 -2.1302
H -4.0701 -5.2692 1.9553
H -2.4992 -6.1566 1.9441
H -3.9640 -6.9089 1.3543
H -5.0963 -4.4736 -0.2870
H -5.0703 -6.1902 -0.6999
H -4.3620 -5.0251 -1.8024
H -1.3048 -6.6076 -0.3121
H -2.1739 -6.2652 -1.8154
H -2.7916 -7.4756 -0.7080
I 2.4145 2.1819 0.7833
C 3.2357 0.7523 -0.5207
C 4.5353 0.7903 -0.9605
C 4.9445 -0.2380 -1.8091
C 4.0452 -1.2353 -2.1588
C 2.7554 -1.1835 -1.6612
N 2.3459 -0.1928 -0.8539
H 5.2122 1.5776 -0.6590
H 5.9611 -0.2552 -2.1812
H 4.3406 -2.0484 -2.8070
H 2.0307 -1.9497 -1.9020
C -1.1305 3.8415 -2.4994
C -0.3316 2.6465 -1.9217
N -1.0864 1.9775 -0.8296
C -1.3739 2.9541 0.2485
C -2.1583 4.1722 -0.3003
N -2.4216 3.9369 -1.7522
C -3.2125 2.6823 -1.9345
C -2.3779 1.5000 -1.3774
H -1.3513 3.7111 -3.5571
H -0.5894 4.7786 -2.3836
H 0.6212 2.9931 -1.5296
H -0.1344 1.9125 -2.7022
H -0.4362 3.2843 0.6885
H -1.9500 2.4457 1.0210
H -1.5923 5.0956 -0.1942
H -3.1113 4.3035 0.2087
H -2.9578 4.7264 -2.1223
H -3.4272 2.5597 -2.9943
H -4.1603 2.7906 -1.4108
H -2.1787 0.7773 -2.1672
H -2.9265 0.9912 -0.5859
*
```

The value obtained for the HOMO energy (alpha / beta) is -19.738 / -19.556 eV. As for the strongest force on any atom: 1.949 eV Å⁻¹. The calculation puts the total energy at -49086.760 eV. As for the HOMO-LUMO gap (alpha / beta): 0.3004 / 0.1507 Ha. The value obtained for the energy above the lowest of the compared OMol25 structures with the same formula, charge and spin is 17.3 kcal/mol. The expectation value of S² is 6.0143.

- Which of these has the lowest strongest force on any atom?
  C29H41Cl3N7O4PdS2Se

- What is the strongest force on any atom in the third record?
  2.639 eV Å⁻¹

- Among the records above, which one has the highest strongest force on any atom?
  C29H41F12NO14S3